Record 1
{"formula": "C28H50LuP2Si", "method": "the ωB97M-V functional and the def2-TZVPD basis", "species": ["Lu", "C", "C", "C", "C", "C", "C", "H", "H", "H", "C", "H", "H", "H", "C", "H", "H", "H", "C", "H", "H", "H", "C", "H", "H", "H", "C", "C", "C", "C", "C", "C", "C", "C", "H", "H", "H", "H", "H", "H", "H", "H", "H", "H", "H", "H", "P", "C", "C", "P", "C", "C", "C", "H", "H", "H", "H", "H", "H", "H", "H", "H", "H", "H", "H", "H", "H", "C", "Si", "C", "C", "C", "C", "H", "H", "H", "H", "H", "H", "H", "H", "H"], "xyz": [[-1.01244, -1.08522, -0.36557], [-0.00548, 0.21562, 2.12941], [-1.38528, 0.49685, 1.94752], [-1.07273, -1.82679, 1.80868], [0.19881, -1.20211, 2.00121], [-2.08168, -0.73481, 1.76108], [0.98827, 1.16486, 2.68984], [0.85201, 2.21342, 2.35465], [2.03449, 0.90018, 2.48103], [0.91553, 1.20520, 3.80106], [1.51103, -1.86859, 2.02383], [2.28418, -1.23476, 2.48695], [1.86527, -2.13346, 1.01644], [1.46365, -2.80229, 2.59876], [-1.16971, -3.12218, 1.07914], [-0.77659, -3.97272, 1.67107], [-0.46915, -3.14570, 0.18467], [-2.17593, -3.38822, 0.70211], [-3.35734, -0.80853, 0.98600], [-4.25744, -1.08599, 1.58301], [-3.35359, -1.55770, 0.14554], [-3.62429, 0.17117, 0.52211], [-1.97382, 1.84647, 2.08063], [-2.63403, 1.92022, 2.95110], [-2.55904, 2.14134, 1.21189], [-1.20861, 2.60815, 2.23585], [2.02344, 1.92923, -1.95801], [1.63858, 2.74962, -0.94278], [0.32537, 3.43883, -0.71027], [-0.79893, 3.39736, -1.75246], [-1.60558, 2.19872, -2.10409], [-1.30428, 1.23848, -3.00273], [0.06630, 0.68322, -3.29143], [1.27705, 1.69435, -3.19603], [0.52047, 4.54431, -0.64918], [-0.36476, 3.75601, -2.74414], [-0.04387, 3.10414, 0.28887], [0.96647, 2.70828, -3.53624], [2.84336, 1.27158, -1.75639], [2.29803, 2.74825, -0.07741], [2.01545, 1.35306, -3.93882], [0.31760, -0.21346, -2.65172], [-2.15069, 0.60948, -3.32429], [0.12233, 0.32069, -4.35601], [-1.49096, 4.20346, -1.47623], [-2.63156, 2.18379, -1.66875], [0.00979, 3.91430, -4.59945], [1.62992, 4.13825, -5.34307], [-0.57666, 5.58989, -4.34678], [-2.62342, 2.50570, -5.34408], [-0.98086, 3.23913, -5.93824], [-3.60635, 4.06143, -5.67686], [-2.94605, 1.91481, -7.05434], [2.00560, 3.20043, -5.76236], [2.34647, 4.51966, -4.61061], [1.44598, 4.87427, -6.12382], [-0.33273, 6.09411, -5.28483], [-0.02388, 6.05437, -3.52096], [-1.64929, 5.63274, -4.13049], [-2.86947, 2.75021, -7.75610], [-3.95513, 1.49597, -7.05942], [-2.22409, 1.14360, -7.32142], [-0.38396, 2.45709, -6.46019], [-1.15034, 4.13524, -6.58730], [-4.65677, 3.73962, -5.66544], [-3.35524, 4.45425, -6.67225], [-3.47084, 4.84004, -4.91928], [1.16200, -5.69398, -2.35427], [2.48410, -4.61274, -1.51745], [2.83192, -5.30789, 0.21565], [4.08790, -4.31969, -2.47116], [1.61602, -3.01887, -1.27699], [0.87986, -2.00264, -1.22159], [1.42038, -6.75760, -2.47852], [0.89748, -5.27841, -3.33908], [0.26017, -5.62698, -1.71832], [3.28123, -6.31582, 0.22263], [3.50341, -4.62006, 0.75245], [1.87828, -5.34873, 0.76673], [3.87390, -3.85982, -3.44913], [4.69741, -3.60238, -1.89346], [4.69011, -5.22902, -2.63926]], "forces_ev_per_a": [[1.2, 1.8, 0.4], [-0.4, -1.1, 0.0], [0.5, -1.0, -0.2], [-0.6, 1.8, -0.1], [-0.9, 1.0, -0.5], [1.4, -0.7, -0.8], [0.7, 1.0, 0.4], [0.0, -0.6, 0.0], [-0.4, 0.0, -0.1], [-0.1, -0.1, -0.6], [1.1, -0.6, 0.4], [-0.3, -0.3, -0.1], [-0.1, 0.1, 0.4], [0.1, 0.1, 0.0], [-0.1, -1.1, -0.1], [-0.3, 0.3, -0.4], [-0.3, -0.3, 0.4], [0.2, 0.0, 0.5], [-1.4, 0.3, 0.3], [0.6, -0.1, -0.5], [0.0, 0.1, 0.2], [0.3, -0.5, 0.3], [-0.4, 0.6, 0.3], [0.0, -0.1, -0.1], [-0.1, 0.1, -0.1], [0.0, -0.1, -0.1], [-1.3, 0.3, 2.4], [0.2, -1.7, -0.7], [0.0, 1.1, 0.1], [0.3, 0.6, 0.1], [-0.6, -0.3, 1.0], [0.0, -1.5, 1.9], [1.5, 0.6, -1.3], [0.2, -0.5, -0.9], [0.0, -0.8, 0.5], [-0.5, -0.6, 1.4], [0.2, 0.3, -0.6], [0.1, -1.6, 0.3], [0.9, 0.1, 0.0], [0.0, 0.2, 0.0], [-0.2, 0.0, 0.1], [-0.4, 0.8, -0.6], [0.4, 0.1, 0.2], [-0.3, 0.0, 0.9], [-0.1, -0.3, 0.2], [0.5, 0.3, -0.9], [-0.2, -0.2, -0.1], [0.0, 0.5, -0.5], [0.1, 0.7, -0.7], [0.4, 1.5, -2.1], [0.0, 0.6, -0.2], [-0.3, -0.2, 0.5], [-0.4, -0.6, 0.1], [-0.1, 0.2, 0.0], [-0.1, 0.0, -0.1], [0.7, 0.1, -0.4], [-0.4, 0.7, 0.1], [-0.1, -0.1, -0.2], [0.3, 0.0, -0.1], [0.0, -0.3, 0.0], [0.1, -0.1, -0.4], [-0.1, -0.1, -0.1], [-0.4, 0.5, 0.3], [-0.2, -1.0, -0.2], [0.1, 0.3, 0.0], [-0.1, 0.0, 0.4], [-0.1, -0.2, -0.1], [0.0, 0.3, 0.0], [0.5, -1.3, 0.1], [-0.1, 0.3, -0.1], [-0.2, 0.2, 0.0], [-1.8, 2.7, -0.3], [1.2, -2.1, 0.1], [0.0, 0.4, 0.1], [0.1, -0.2, 0.3], [0.3, -0.1, -0.2], [-0.2, 0.4, -0.1], [-0.2, -0.3, -0.1], [0.3, -0.1, -0.1], [0.1, -0.2, 0.3], [-0.2, -0.3, -0.2], [-0.3, 0.3, 0.1]], "homo_energy_ha": -0.344, "gap_ha": 0.20958, "max_force_ev_per_a": 3.2, "total_charge": 1}

---

Record 2
{"formula": "C37H40AsNP2Yb", "method": "the ωB97M-V functional and the def2-TZVPD basis", "species": ["C", "C", "C", "C", "C", "C", "C", "C", "C", "C", "C", "C", "C", "H", "H", "H", "H", "H", "H", "H", "N", "Yb", "C", "H", "H", "C", "H", "H", "P", "P", "C", "H", "H", "H", "C", "H", "H", "H", "C", "H", "H", "H", "C", "H", "H", "H", "H", "H", "C", "C", "C", "C", "C", "C", "As", "C", "C", "C", "C", "C", "C", "C", "C", "C", "C", "C", "C", "H", "H", "H", "H", "H", "H", "H", "H", "H", "H", "H", "H", "H", "H", "H"], "xyz": [[-1.54375, -3.42369, -4.09043], [-0.74755, -2.32647, -3.75204], [-1.33641, -1.04116, -3.80237], [-2.69154, -0.85003, -4.20738], [-3.45311, -2.00209, -4.53935], [-2.88337, -3.26338, -4.46280], [-3.21300, 0.44686, -4.12175], [-2.39081, 1.56884, -3.94592], [-1.03600, 1.32933, -3.56462], [-0.14094, 2.40152, -3.29075], [-0.64484, 3.69768, -3.34098], [-1.98648, 3.95123, -3.66598], [-2.84397, 2.91133, -3.98685], [-1.10023, -4.42197, -4.05655], [-4.50108, -1.86821, -4.84014], [-3.48134, -4.15559, -4.68296], [-4.23661, 0.61244, -4.47365], [0.02349, 4.53396, -3.12460], [-2.35126, 4.97954, -3.66205], [-3.89371, 3.09654, -4.25840], [-0.67097, 0.03891, -3.26961], [-0.80699, -0.05786, -1.11275], [0.67246, -2.49103, -3.26164], [1.32220, -1.69913, -3.68991], [1.05937, -3.47969, -3.53841], [1.29221, 2.11015, -2.89723], [1.71361, 1.31264, -3.53741], [1.90265, 3.02060, -2.99416], [0.84195, -2.35140, -1.41127], [1.49093, 1.53663, -1.13822], [1.32981, 3.14993, -0.28717], [1.49675, 2.99680, 0.77860], [2.08163, 3.84666, -0.69327], [0.32709, 3.55924, -0.43887], [3.29629, 1.25596, -1.07432], [3.81926, 2.18512, -1.33785], [3.55632, 0.95036, -0.05600], [3.56640, 0.45911, -1.77293], [0.00510, -3.91838, -0.96231], [0.45111, -4.76207, -1.51325], [0.13222, -4.07333, 0.11634], [-1.06429, -3.85489, -1.18887], [2.59363, -2.83549, -1.25001], [2.85754, -2.85973, -0.18579], [2.75131, -3.82736, -1.69584], [3.22937, -2.09425, -1.75073], [-2.95068, 0.26734, -1.52748], [-0.25173, -0.75745, 0.98105], [-1.68325, -3.03168, 5.32684], [-2.51493, -2.34324, 4.43130], [-1.97222, -1.37900, 3.57931], [-0.59147, -1.13090, 3.60439], [0.22924, -1.75883, 4.55358], [-0.32340, -2.72269, 5.40576], [0.11227, 0.05427, 2.25269], [-0.76176, 1.72161, 2.79658], [-1.55657, 2.45131, 1.90124], [-2.31358, 3.52861, 2.38047], [-2.26882, 3.88252, 3.73394], [-1.44610, 3.17390, 4.61744], [-0.68820, 2.09487, 4.15159], [2.02161, -0.06164, 2.55688], [2.75409, 1.02380, 3.04925], [4.13549, 0.89129, 3.24317], [4.77228, -0.31533, 2.93397], [4.03678, -1.40260, 2.46071], [2.65588, -1.28595, 2.28142], [-2.10388, -3.81387, 5.96129], [-3.58281, -2.56125, 4.39230], [-2.61194, -0.82278, 2.88920], [1.28660, -1.50274, 4.62478], [0.31854, -3.23726, 6.12380], [-1.59849, 2.17039, 0.84293], [-2.94816, 4.09087, 1.68841], [-2.87915, 4.70914, 4.09980], [-1.40139, 3.45369, 5.66930], [-0.06101, 1.52832, 4.84754], [2.24466, 1.96600, 3.29793], [4.70788, 1.72788, 3.63539], [5.85272, -0.40833, 3.06041], [4.52631, -2.35235, 2.23669], [2.06077, -2.14206, 1.94857]], "forces_ev_per_a": [[0.2, -0.1, 0.1], [-0.5, 0.3, 0.2], [-0.5, 0.1, 0.5], [0.2, -1.0, 0.1], [0.0, 0.2, -0.1], [-0.2, -0.1, -0.1], [-0.8, 0.3, -1.4], [0.4, 0.7, 0.3], [-0.4, 0.2, 0.4], [-0.5, -0.6, 0.2], [0.0, 0.4, 0.0], [0.0, 0.0, -0.1], [-0.2, -0.2, -0.1], [-0.2, 0.2, 0.0], [0.5, -0.1, 0.2], [0.2, 0.4, 0.0], [0.2, -0.1, 0.4], [-0.2, -0.2, -0.1], [0.1, -0.3, -0.1], [0.5, 0.0, 0.2], [1.9, -0.1, -1.5], [-1.7, 0.0, 0.1], [0.1, 0.6, -0.2], [-0.3, -0.4, 0.1], [0.0, 0.2, 0.0], [0.0, -0.2, -0.2], [-0.2, 0.3, 0.2], [-0.1, -0.2, -0.1], [-0.1, -1.1, -0.9], [0.3, 0.9, -0.5], [0.3, 0.0, -0.1], [0.0, 0.2, 0.1], [-0.3, -0.1, 0.2], [0.1, 0.0, 0.0], [-0.1, 0.0, 0.2], [0.0, -0.3, 0.0], [0.2, 0.0, -0.1], [0.0, 0.1, 0.1], [0.2, -0.1, 0.3], [-0.2, 0.2, 0.2], [-0.1, -0.2, -0.2], [0.2, 0.0, 0.0], [0.2, 0.1, 0.3], [0.1, -0.1, -0.3], [0.0, 0.3, 0.1], [-0.1, -0.2, 0.1], [0.5, -0.1, 1.0], [0.2, 0.6, 0.5], [0.0, 0.2, -0.2], [0.3, 0.1, 0.1], [0.2, -0.2, 0.0], [-0.2, -0.4, 0.3], [-0.3, -0.1, -0.2], [-0.1, 0.2, -0.1], [0.1, -0.4, 1.8], [-0.2, 0.5, -0.5], [0.1, -0.1, 0.2], [0.1, 0.0, 0.0], [0.2, -0.3, -0.2], [0.1, -0.2, -0.4], [0.1, -0.3, -0.1], [0.4, 0.1, -0.4], [-0.1, 0.1, 0.0], [-0.3, -0.3, -0.1], [-0.1, 0.2, 0.0], [-0.4, 0.0, 0.0], [-0.1, 0.3, 0.0], [0.1, 0.3, -0.2], [0.3, 0.1, 0.0], [0.1, -0.3, 0.1], [-0.3, -0.2, 0.0], [-0.2, 0.2, -0.2], [-0.2, 0.2, 0.3], [0.3, -0.3, 0.3], [0.2, -0.2, -0.1], [0.0, -0.1, -0.3], [-0.3, 0.2, -0.2], [0.3, -0.4, -0.2], [-0.1, -0.1, -0.1], [-0.4, 0.0, 0.0], [-0.1, 0.3, 0.1], [0.3, 0.2, 0.0]], "multiplicity": 2, "homo_energy_ha": [-0.259, -0.328], "gap_ha": [0.12805, 0.19710], "max_force_ev_per_a": 2.4, "relative_energy_kcal_mol": 35.3, "total_charge": 1}